(1)
One molecule with the formula C7H8. Source: the Open Molecules 2025 dataset; level of theory: ωB97M-V with the def2-TZVPD basis set.

Properties
Charge: 0
Energy in Ha: -271.3898
Orbital gap in Eh: 0.3994
LUMO energy in eV: 1.04
Spin multiplicity: 1
SMILES: C#CC[C@H](C)C#C
HOMO in eV: -9.83

Atoms and positions in Å:
C (-0.539, -1.749, -0.671)
C (0.652, 0.514, -1.010)
C (1.703, 2.216, 0.718)
C (0.091, -0.524, -0.009)
C (-1.790, 0.442, 1.622)
C (-0.907, 0.069, 0.894)
C (1.294, 1.549, -0.196)
H (0.947, -0.842, 0.601)
H (-0.149, 0.930, -1.632)
H (-2.578, 0.757, 2.270)
H (0.199, -2.320, -1.243)
H (-0.960, -2.394, 0.106)
H (-1.355, -1.446, -1.335)
H (2.023, 2.773, 1.569)
H (1.368, 0.027, -1.684)

(2)
One molecule with the formula C7H8. Source: the Open Molecules 2025 dataset; level of theory: ωB97M-V with the def2-TZVPD basis set.

Properties
Charge: 0
Energy in Ha: -271.3575
Orbital gap in Eh: 0.3602
LUMO energy in eV: 1.25
Spin multiplicity: 1
SMILES: C[C@@]12[C@@H]3[C@H]4[C@@H]3[C@@H]1[C@H]42
HOMO in eV: -8.55

Atoms and positions in Å:
C (-0.975, -1.560, 0.830)
C (-0.036, 1.455, -0.796)
C (-0.192, -0.464, 0.203)
C (1.157, -0.330, -0.450)
C (-0.145, 1.019, 0.638)
C (1.217, 1.152, -0.017)
C (-0.102, -0.029, -1.242)
H (-0.492, -0.511, -2.130)
H (-0.642, -1.779, 1.853)
H (-0.346, 2.381, -1.257)
H (-0.943, -2.486, 0.238)
H (1.921, -1.081, -0.614)
H (-0.477, 1.535, 1.535)
H (2.043, 1.786, 0.290)
H (-1.990, -1.162, 0.892)

(3)
C7H8 as an isolated structure in a non-equilibrium geometry. Source: the Open Molecules 2025 dataset; level of theory: ωB97M-V with the def2-TZVPD basis set.

Properties
Charge: 0
Energy in Ha: -271.1475
Orbital gap (alpha / beta) in Eh: 0.2707 / 0.2890
LUMO energy (alpha / beta) in eV: -1.98 / -1.48
Spin multiplicity: 1
HOMO (alpha / beta) in eV: -9.35 / -9.34

Atoms and positions in Å:
C (-0.967, 0.263, 1.300)
C (2.221, -0.920, 0.352)
C (0.133, 2.408, -0.993)
C (-0.994, -0.717, -1.086)
C (0.579, 1.298, -0.539)
C (1.129, -0.449, 0.174)
C (-0.195, 0.071, -0.025)
H (2.654, -1.812, 0.712)
H (-1.191, -1.739, -0.729)
H (-1.925, 0.770, 1.128)
H (-1.159, -0.713, 1.769)
H (-1.949, -0.225, -1.304)
H (-0.367, 0.865, 1.983)
H (2.441, 1.679, -0.737)
H (-0.410, -0.778, -2.006)

(4)
One molecule with the formula C7H8 in a non-equilibrium geometry. Source: the Open Molecules 2025 dataset; level of theory: ωB97M-V with the def2-TZVPD basis set.

Properties
Charge: 0
Energy in Ha: -271.2644
Orbital gap (alpha / beta) in Eh: 0.3197 / 0.3197
LUMO energy (alpha / beta) in eV: 0.15 / 0.15
Spin multiplicity: 1
HOMO (alpha / beta) in eV: -8.55 / -8.55

Atoms and positions in Å:
C (-0.216, -2.065, -0.242)
C (-1.351, 0.663, 0.522)
C (0.743, -1.129, 0.546)
C (-2.346, 0.214, -0.152)
C (0.784, 1.090, -0.754)
C (-0.827, -1.029, -0.801)
C (-0.106, 0.051, -0.073)
H (-1.131, 1.420, 1.393)
H (-0.221, -3.198, -0.320)
H (0.692, -1.444, 1.586)
H (1.372, 0.575, -1.514)
H (1.673, -1.180, -0.039)
H (-3.330, 0.521, -0.285)
H (0.186, 1.903, -1.384)
H (1.420, 1.557, -0.012)

(5)
One molecule with the formula C7H8 in a non-equilibrium geometry. Source: the Open Molecules 2025 dataset; level of theory: ωB97M-V with the def2-TZVPD basis set.

Properties
Charge: 0
Energy in Ha: -271.3636
Orbital gap in Eh: 0.3985
LUMO energy in eV: 0.86
Spin multiplicity: 1
SMILES: C#CC(C)(C)C#C
HOMO in eV: -9.98

Atoms and positions in Å:
C (-0.152, -1.940, 1.765)
C (-2.129, 1.293, 0.281)
C (0.104, -1.129, 0.909)
C (0.170, -0.048, -0.064)
C (0.211, -0.619, -1.487)
C (1.350, 0.879, 0.251)
C (-1.102, 0.688, 0.133)
H (-0.626, -1.307, -1.640)
H (-1.015, -2.005, 2.371)
H (1.294, 1.217, 1.290)
H (1.315, 1.749, -0.409)
H (0.139, 0.196, -2.209)
H (2.294, 0.346, 0.107)
H (1.146, -1.167, -1.642)
H (-3.018, 1.882, 0.351)

(6)
One molecule with the formula C7H8 in a non-equilibrium geometry. Source: the Open Molecules 2025 dataset; level of theory: ωB97M-V with the def2-TZVPD basis set.

Properties
Charge: 0
Energy in Ha: -271.4837
Orbital gap in Eh: 0.3618
LUMO energy in eV: 1.06
Spin multiplicity: 1
SMILES: Cc1ccccc1
HOMO in eV: -8.79

Atoms and positions in Å:
C (-1.382, -1.122, 0.483)
C (-0.348, 0.817, 1.497)
C (0.403, 0.039, -0.631)
C (1.444, 0.312, -1.598)
C (0.463, 0.951, 0.376)
C (-1.347, -0.104, 1.492)
C (-0.505, -1.038, -0.511)
H (-0.520, -1.798, -1.244)
H (0.831, 0.457, -2.452)
H (2.134, 1.068, -1.242)
H (-2.149, -1.839, 0.482)
H (2.092, -0.595, -1.757)
H (1.297, 1.607, 0.420)
H (-2.301, -0.161, 2.231)
H (-0.110, 1.406, 2.455)

(7)
A 2-piece molecular cluster, C7H8 overall in a non-equilibrium geometry. Source: the Open Molecules 2025 dataset; level of theory: ωB97M-V with the def2-TZVPD basis set.

Properties
Charge: 0
Energy in Ha: -271.2439
Orbital gap (alpha / beta) in Eh: 0.3053 / 0.3136
LUMO energy (alpha / beta) in eV: -0.27 / 0.22
Spin multiplicity: 1
HOMO (alpha / beta) in eV: -8.58 / -8.31

Atoms and positions in Å:
C (-2.979, -0.708, 0.876)
C (-0.367, -1.252, 0.743)
C (-1.803, -0.959, 0.811)
C (1.724, 0.038, 0.243)
C (0.279, 1.369, -1.366)
C (0.484, -0.001, 0.804)
C (2.490, 0.387, -0.687)
H (-0.140, -1.808, -0.175)
H (-0.322, 1.951, -2.070)
H (3.435, 0.456, -1.178)
H (0.328, 0.315, -1.533)
H (-0.103, -1.919, 1.577)
H (0.241, 0.700, 1.602)
H (0.753, 1.911, -0.576)
H (-4.020, -0.481, 0.930)

(8)
A 2-piece molecular cluster, C7H8BNO2 overall in a non-equilibrium geometry. Source: the Open Molecules 2025 dataset; level of theory: ωB97M-V with the def2-TZVPD basis set.

Properties
Charge: 0
Energy in Ha: -501.5876
Orbital gap in Eh: 0.2712
LUMO energy in eV: -1.69
Spin multiplicity: 1
HOMO in eV: -9.07

Atoms and positions in Å:
O (0.239, -1.111, -1.745)
O (-2.035, -1.221, -1.015)
N (-0.002, -2.921, -2.769)
C (-1.305, 1.488, 0.247)
C (-1.043, 2.452, 1.206)
C (0.135, 2.407, 1.931)
C (-0.392, 0.470, 0.009)
C (1.052, 1.397, 1.694)
C (1.100, -3.448, -2.690)
C (0.792, 0.435, 0.732)
B (-0.767, -0.729, -1.031)
H (-2.631, -0.783, -0.412)
H (1.975, 1.359, 2.255)
H (-2.225, 1.536, -0.320)
H (1.980, -3.027, -2.209)
H (1.232, -4.433, -3.141)
H (0.340, 3.158, 2.681)
H (-1.761, 3.240, 1.388)
H (1.505, -0.352, 0.541)

(9)
One molecule with the formula C7H8Br2O in a non-equilibrium geometry. Source: the Open Molecules 2025 dataset; level of theory: ωB97M-V with the def2-TZVPD basis set.

Properties
Charge: 0
Energy in Ha: -5494.5930
Orbital gap (alpha / beta) in Eh: 0.2816 / 0.3033
LUMO energy (alpha / beta) in eV: 0.32 / 0.36
Spin multiplicity: 1
HOMO (alpha / beta) in eV: -7.35 / -7.90

Atoms and positions in Å:
Br (3.890, -0.075, 0.081)
Br (-0.312, -3.109, 0.059)
O (-0.033, -0.970, -1.556)
C (1.102, 0.612, 0.442)
C (-0.113, 1.005, 1.200)
C (2.266, 0.249, 0.992)
C (-0.039, 0.127, -2.279)
C (-1.340, 0.637, 0.965)
C (-1.747, -0.555, 0.188)
C (-0.660, -1.271, -0.496)
H (0.116, 1.767, 1.827)
H (-2.564, -0.439, -0.629)
H (-2.111, -1.312, 0.820)
H (0.969, 0.393, -2.659)
H (2.493, 0.208, 2.064)
H (-2.177, 1.103, 1.453)
H (-0.769, 0.838, -1.920)
H (1.029, 0.790, -0.553)

(10)
One molecule with the formula C7H8BrFN2 in a non-equilibrium geometry. Source: the Open Molecules 2025 dataset; level of theory: ωB97M-V with the def2-TZVPD basis set.

Properties
Charge: 0
Energy in Ha: -3054.6541
<S²>: 2.0094
Orbital gap (alpha / beta) in Eh: 0.2324 / 0.2541
LUMO energy (alpha / beta) in eV: 0.47 / -2.33
Spin multiplicity: 3
HOMO (alpha / beta) in eV: -5.86 / -9.24

Atoms and positions in Å:
Br (-0.191, -0.037, -2.519)
F (2.916, 2.467, 0.558)
N (0.827, -0.380, 1.332)
N (0.793, 0.228, -0.997)
C (-1.024, -1.314, 0.061)
C (-2.197, -1.643, -0.811)
C (1.616, 1.906, 0.605)
C (1.587, 0.651, 1.446)
C (0.083, -0.513, 0.221)
C (1.138, 1.617, -0.840)
C (-2.045, -2.152, 0.651)
H (-1.836, -2.442, -1.532)
H (2.293, 0.557, 2.339)
H (-1.895, -3.238, 0.696)
H (1.160, 2.665, 1.155)
H (0.416, 2.391, -1.065)
H (-2.589, -1.800, 1.460)
H (-2.863, -0.904, -1.125)
H (1.812, 1.942, -1.635)

(11)
One molecule with the formula C7H8BrFO in a non-equilibrium geometry. Source: the Open Molecules 2025 dataset; level of theory: ωB97M-V with the def2-TZVPD basis set.

Properties
Charge: 0
Energy in Ha: -3020.5598
Orbital gap in Eh: 0.3372
LUMO energy in eV: 0.24
Spin multiplicity: 1
SMILES: C[C@@H]1C=CC(F)=C[C@@]1(O)Br
HOMO in eV: -8.94

Atoms and positions in Å:
Br (1.560, 1.768, 1.651)
F (-2.605, 1.905, -0.538)
O (2.206, 0.497, -0.759)
C (-0.384, 1.437, -0.647)
C (0.491, -0.686, 0.446)
C (1.014, 0.646, -0.040)
C (-1.851, 0.207, 0.914)
C (0.517, -1.716, -0.756)
C (-0.836, -0.642, 1.171)
C (-1.584, 1.175, -0.111)
H (0.666, -2.634, -0.440)
H (-0.858, -1.514, 1.920)
H (1.293, -1.174, 0.965)
H (1.200, -1.464, -1.445)
H (2.469, 1.352, -1.023)
H (-0.082, 2.176, -1.423)
H (-2.733, 0.244, 1.413)
H (-0.484, -1.577, -1.298)

(12)
One molecule with the formula C7H8Cl2O2 in a non-equilibrium geometry. Source: the Open Molecules 2025 dataset; level of theory: ωB97M-V with the def2-TZVPD basis set.

Properties
Charge: 0
Energy in Ha: -1342.2398
Orbital gap (alpha / beta) in Eh: 0.2636 / 0.2636
LUMO energy (alpha / beta) in eV: -0.41 / -0.41
Spin multiplicity: 1
HOMO (alpha / beta) in eV: -7.59 / -7.59

Atoms and positions in Å:
Cl (-0.333, 1.346, 3.761)
Cl (-1.599, 0.016, 1.510)
O (2.240, 0.453, 2.221)
O (0.605, 1.051, -1.224)
C (1.039, -0.729, 0.468)
C (-0.124, 0.644, 2.179)
C (0.807, 0.065, -0.470)
C (1.118, 0.224, 1.831)
C (-1.558, 0.420, -2.201)
C (1.361, -2.140, 0.740)
C (-0.748, 1.491, -1.495)
H (2.270, -2.186, 1.337)
H (0.552, -2.591, 1.317)
H (-1.217, 1.771, -0.548)
H (-1.634, -0.466, -1.574)
H (1.495, -2.688, -0.188)
H (-0.617, 2.374, -2.123)
H (-2.559, 0.796, -2.392)
H (-1.098, 0.150, -3.149)